Molecular formula: C11H8O
Method: DFT, ωB97M-V/def2-TZVPD

As for the spin multiplicity: 1. The value obtained for the HOMO energy is -0.2980 Ha. Its SMILES is CC#C/C=c1\ccccc1=C=O. As for the energy above the lowest of the compared OMol25 structures with the same formula, charge and spin: 155.8 kcal per mole. The orbital gap is 7.8 eV.

XYZ file:
```
20
Properties=species:S:1:pos:R:3:forces:R:3:mulliken_charge:R:1
C 4.07055 -0.30081 -0.11294 2.1 0.7 -1.0 -1.213
C 2.74157 -0.80072 0.01880 -3.3 -1.2 1.2 1.601
C 1.59127 -1.17467 0.23661 2.9 0.5 -0.7 -0.487
C 0.29156 -1.64132 0.50161 -3.6 1.9 -1.0 -1.537
C -0.78166 -0.88175 0.00447 -0.5 -1.2 -1.1 0.631
C -0.39498 0.17923 -0.92633 -2.1 4.9 2.8 -0.968
C -0.72348 1.52663 -0.65253 -1.2 -6.0 0.7 -0.230
C -1.73082 1.73811 0.34998 0.8 -0.5 0.8 -0.458
C -2.50780 0.72983 0.75838 -0.2 -0.5 0.5 -0.379
C -2.37492 -0.67717 0.17151 -0.7 0.7 0.1 -0.097
C -3.70184 -0.75573 -0.26188 3.2 -1.3 1.0 0.301
O -4.86510 -0.74910 -0.32949 1.0 0.0 -0.3 -0.400
H 4.79923 -0.73319 0.71962 -1.4 0.8 -2.1 0.272
H 4.02522 0.83456 0.01395 0.3 -1.5 -0.2 0.268
H 4.38329 -0.53065 -1.25482 -0.1 0.5 2.8 0.268
H 0.14876 -2.46947 1.13900 -0.1 -0.8 0.7 0.445
H 0.18170 0.04155 -1.73887 2.3 -1.0 -2.4 0.653
H -0.33623 2.29804 -1.17522 1.2 2.3 -1.8 0.569
H -1.62637 2.61558 0.93296 -0.6 1.0 0.4 0.369
H -3.18993 0.75103 1.60516 0.0 0.6 -0.2 0.392
```
Positions in Å, forces in eV/Å.

Molecular formula: C11H8O
Method: DFT, ωB97M-V/def2-TZVPD

As for the spin multiplicity: 1. The value obtained for the HOMO energy is -0.3396 Ha. As for the energy above the lowest of the compared OMol25 structures with the same formula, charge and spin: 91.8 kcal per mole. The orbital gap is 9.4 eV.

XYZ file:
```
20
Properties=species:S:1:pos:R:3:forces:R:3:mulliken_charge:R:1
C -0.57376 -0.69698 1.70711 -3.6 -0.3 -5.2 -0.582
C 0.15030 -0.62474 2.62767 0.3 0.0 -0.1 0.994
C 0.75478 1.10466 -2.66973 0.1 0.8 0.5 -0.506
C -0.10556 1.99590 -2.03814 -1.4 -0.5 0.5 -0.284
C 0.83148 -0.21007 -2.32839 -1.5 0.4 1.0 -0.822
C -0.94826 1.57733 -1.00972 0.1 -0.8 0.2 -0.750
C 0.00214 -0.69919 -1.34344 0.8 2.0 -0.7 0.215
C -0.79857 0.19996 -0.70525 -1.5 1.7 1.5 0.443
C -0.52329 -1.82758 -0.58471 -1.1 1.0 0.0 0.123
C -1.33029 -0.80011 0.29967 2.8 -0.3 3.1 0.055
C 1.03764 -0.44913 3.68396 1.7 -2.9 2.6 -1.445
O -0.61386 -2.98454 -0.76297 0.2 -1.9 0.1 -0.541
H 1.41645 1.55124 -3.36354 0.5 0.0 -1.0 0.403
H -0.28297 2.95760 -2.46680 0.4 0.7 0.0 0.382
H 1.33141 -0.89447 -2.85064 2.7 -2.2 -2.2 0.550
H -1.66357 2.27430 -0.50541 0.8 -0.9 -0.5 0.347
H -2.35976 -1.00568 0.39244 -1.2 -0.1 0.2 0.561
H 1.89372 -1.33067 3.62932 -1.7 2.7 0.1 0.257
H 0.44019 -0.73064 4.60450 1.0 0.7 -0.5 0.295
H 1.34177 0.59282 3.68405 0.7 -0.2 0.5 0.305
```
Positions in Å, forces in eV/Å.

Molecular formula: C11H8O2
Method: DFT, ωB97M-V/def2-TZVPD

As for the spin multiplicity: 1. The value obtained for the HOMO energy is -0.3032 Ha. Its SMILES is O=c1occcc1-c1ccccc1. As for the energy above the lowest of the compared OMol25 structures with the same formula, charge and spin: 86.3 kcal per mole. The orbital gap is 7.7 eV.

XYZ file:
```
21
Properties=species:S:1:pos:R:3:forces:R:3:mulliken_charge:R:1
O 1.02055 2.18352 -0.23600 0.4 -1.5 0.6 -0.590
C 1.36009 1.02184 -0.09466 2.3 3.9 -2.5 0.504
O 2.72672 0.75155 -0.52955 -0.7 -2.3 2.5 -0.313
C 3.24299 -0.41986 -0.04032 1.9 -1.2 0.8 -0.028
C 2.57156 -1.59338 0.50781 1.7 4.2 -2.8 -0.795
C 1.17754 -1.39958 0.37687 -1.5 -0.4 2.3 -0.036
C 0.62853 -0.09563 0.17767 -2.1 -5.5 -0.3 0.389
C -0.84679 0.01269 -0.07014 1.8 -4.4 -0.5 0.543
C -1.48413 1.05883 0.41064 -0.9 0.0 -0.6 -0.229
C -2.82287 1.00299 0.47093 -1.2 1.4 0.9 -0.698
C -3.45502 -0.09868 0.02436 -3.6 -0.8 -0.6 -0.121
C -2.90837 -1.26554 -0.54450 -1.7 1.7 0.7 -0.842
C -1.56508 -1.16326 -0.54384 3.5 -3.0 1.4 -0.149
H 4.39233 -0.31258 -0.04194 -2.0 -0.6 -0.3 0.320
H 3.17496 -2.50439 0.66997 -0.7 0.8 0.2 0.350
H 0.52492 -2.32732 0.76153 1.1 2.5 -1.4 0.211
H -1.01578 1.86285 0.79140 1.8 2.5 1.2 0.500
H -3.24822 1.86666 0.99897 -0.7 -0.7 -0.5 0.312
H -4.53141 -0.10487 0.14126 -0.2 0.0 0.0 0.299
H -3.63588 -2.08938 -0.80726 1.6 0.8 0.3 0.338
H -1.02984 -2.23407 -0.43844 -0.7 2.7 -1.3 0.035
```
Positions in Å, forces in eV/Å.

Molecular formula: C11H8S8SbTeW
Method: DFT, ωB97M-V/def2-TZVPD

As for the spin multiplicity: 2. The value obtained for the HOMO energy (alpha / beta) is -0.2821 / -0.2847 Ha. As for the expectation value of S²: 0.94. As for the energy above the lowest of the compared OMol25 structures with the same formula, charge and spin: 6.3 kcal per mole. The orbital gap (alpha / beta) is 5.3 / 6.0 eV.

XYZ file:
```
30
Properties=species:S:1:pos:R:3:forces:R:3:lowdin_spin:R:1
W 0.61087 -0.75600 -2.56424 0.2 -0.4 -1.0 1.104
S 5.73962 4.57147 -2.55798 0.1 0.2 0.1 -0.026
C 4.60656 3.40908 -2.52609 -0.1 -0.2 -0.3 0.000
S 3.01590 3.59881 -3.19928 -0.1 0.3 0.0 0.004
C 2.43228 1.98641 -2.90804 0.2 0.1 0.1 -0.032
C 3.30820 1.14058 -2.29816 0.1 0.4 0.2 -0.029
S 2.95137 -0.49261 -1.96904 -0.5 -0.3 -0.2 -0.085
S 4.88354 1.80718 -1.92941 0.0 -0.2 0.2 0.008
S 0.88018 1.51202 -3.44149 0.0 -0.2 0.0 -0.099
S 1.16747 -1.89142 -4.62589 -0.3 -0.3 0.1 0.023
Sb -0.74089 -3.01169 -3.68470 0.2 0.0 0.1 0.057
S -1.70218 -0.83166 -3.40650 0.4 0.4 0.0 -0.006
S 0.28348 -2.77633 -1.39536 0.2 0.2 -0.1 0.074
C 0.38158 -0.48153 1.35937 0.0 0.0 0.0 0.006
Te -0.19826 0.66358 -0.32964 -0.2 0.6 0.4 -0.006
C -2.11449 -0.15215 0.08572 0.0 0.0 0.1 0.006
C -2.09994 -0.36681 1.57673 -0.1 -0.1 0.0 0.000
C -3.26736 -0.42312 2.32790 0.0 0.0 0.0 0.000
C -3.20968 -0.64074 3.69770 0.0 0.0 0.0 0.000
C -1.98060 -0.79887 4.32404 0.0 0.0 -0.1 0.000
C -0.81063 -0.74107 3.57791 -0.1 0.0 0.0 0.000
C -0.86580 -0.53175 2.20518 0.1 -0.1 0.1 0.000
H 1.22065 -0.00610 1.85874 0.0 0.0 0.0 0.000
H 0.68518 -1.45892 0.98907 0.0 -0.1 0.1 0.000
H -2.15397 -1.07803 -0.48256 -0.1 -0.1 0.0 0.000
H -2.89307 0.51943 -0.26277 -0.1 0.0 0.1 0.000
H -4.22562 -0.28645 1.83970 0.0 0.0 0.0 0.000
H -4.12354 -0.67669 4.27731 0.0 0.0 0.0 0.000
H -1.93134 -0.95400 5.39457 0.0 0.0 0.0 0.000
H 0.15053 -0.85260 4.06723 0.0 0.0 0.0 0.000
```
Positions in Å, forces in eV/Å.

Molecular formula: C11H9AsBaBrNO7S
Method: DFT, ωB97M-V/def2-TZVPD

As for the spin multiplicity: 1. The value obtained for the HOMO energy is -0.3426 Ha. As for the energy above the lowest of the compared OMol25 structures with the same formula, charge and spin: 0.1 kcal per mole. The orbital gap is 9.0 eV.

XYZ file:
```
32
Properties=species:S:1:pos:R:3:forces:R:3:mulliken_charge:R:1
Ba -1.20021 -0.01915 0.36567 0.1 0.0 0.0 1.893
O -2.00209 2.10579 1.98595 0.0 0.0 0.0 -0.686
As -2.80187 2.92255 0.57344 0.0 0.1 0.1 0.952
O -4.05333 3.79008 1.13541 0.0 0.0 0.0 -0.731
O -2.97291 1.54634 -0.34731 0.1 -0.1 0.0 -0.894
C -1.49041 4.13672 -0.21895 0.0 0.0 0.0 -0.182
C -2.01051 5.42631 -0.27924 0.0 0.0 0.0 -0.249
C -1.30508 6.46649 -0.87043 0.0 0.0 0.0 -0.640
C -0.05952 6.22668 -1.41430 0.0 0.0 0.0 -0.526
C 0.48288 4.95000 -1.35419 0.0 0.0 0.0 -0.510
C -0.21583 3.90654 -0.76604 0.0 0.0 0.0 0.344
S 0.66250 2.34775 -0.73534 0.0 -0.1 -0.1 1.496
O 2.00181 2.60513 -1.18605 0.0 0.0 0.0 -0.751
O -0.09526 1.39631 -1.57169 0.0 0.0 0.1 -0.826
O 0.58362 1.87808 0.66526 0.0 0.0 0.0 -0.763
H -2.13160 2.62458 2.78712 0.0 0.0 0.0 0.260
H -2.99000 5.60043 0.14817 0.0 0.0 0.0 0.540
H -1.73947 7.45716 -0.90103 0.0 0.0 0.0 0.389
H 0.50320 7.02433 -1.88132 0.0 0.0 0.0 0.383
H 1.46535 4.74983 -1.75625 0.0 0.0 0.0 0.497
O 4.48384 -2.37299 3.94907 0.0 0.0 0.0 -0.519
C 3.46016 -1.89068 3.22118 0.0 0.0 0.0 1.006
C 3.54540 -0.73425 2.45218 0.0 0.0 0.0 -0.593
C 2.43288 -0.32630 1.74552 0.0 0.0 0.0 -0.684
N 1.27403 -1.00087 1.75904 -0.1 0.0 0.0 -0.037
C 1.23107 -2.08966 2.49973 0.0 0.0 0.0 0.114
Br -0.44523 -3.00674 2.50744 0.0 0.0 0.0 -0.270
C 2.26303 -2.59988 3.25453 0.0 0.0 0.0 -0.414
H 5.25823 -1.80622 3.85610 0.0 0.0 0.0 0.305
H 4.45917 -0.15601 2.40639 0.0 0.0 0.0 0.298
H 2.43876 0.57814 1.15072 0.0 0.0 0.0 0.383
H 2.16007 -3.49730 3.84476 0.0 0.0 0.0 0.413
```
Positions in Å, forces in eV/Å.

Molecular formula: C11H9Br
Method: DFT, ωB97M-V/def2-TZVPD

As for the spin multiplicity: 1. The value obtained for the HOMO energy (alpha / beta) is -0.2750 / -0.2614 Ha. Its SMILES is BrC1=CC2(CC2)c2ccccc21. The orbital gap (alpha / beta) is 7.2 / 7.3 eV.

XYZ file:
```
21
Properties=species:S:1:pos:R:3:forces:R:3:mulliken_charge:R:1
Br 2.64843 -2.79647 -1.22048 0.0 -0.1 0.2 -0.158
C 1.46820 -1.44746 -0.81353 -1.7 5.0 -5.1 -0.259
C 0.94754 -0.12338 -1.98560 2.2 -5.3 4.6 -1.123
C 0.02705 0.60603 -1.17489 -0.3 0.3 0.0 1.389
C -1.25710 1.16416 -1.81283 -0.1 0.0 -0.1 -0.658
C -0.20224 2.10325 -1.38945 0.0 0.1 0.0 -0.675
C -0.04599 0.04046 0.18677 0.1 -0.3 0.1 0.236
C -0.79259 0.50867 1.25172 0.0 0.0 -0.1 -0.207
C -0.76031 -0.16286 2.46232 -0.1 0.0 0.1 -0.778
C 0.00952 -1.31407 2.61436 0.0 0.0 0.1 -0.510
C 0.76740 -1.79597 1.57262 0.0 0.0 -0.1 -0.675
C 0.76094 -1.11876 0.34423 -0.3 0.1 0.6 0.430
H 1.28798 -0.04827 -2.98982 0.1 0.1 -0.5 0.493
H -2.16044 1.07294 -1.23084 0.0 0.0 0.1 0.263
H -1.37928 0.96576 -2.86691 0.0 0.0 0.0 0.275
H 0.40280 2.58240 -2.14329 0.0 0.0 -0.1 0.267
H -0.34892 2.68631 -0.49363 0.0 0.0 0.1 0.229
H -1.40172 1.39630 1.15205 -0.1 0.1 0.0 0.325
H -1.34176 0.20380 3.29483 -0.1 0.0 0.1 0.391
H 0.00734 -1.83218 3.56180 0.0 0.0 0.1 0.386
H 1.36316 -2.69066 1.68056 0.1 -0.1 0.0 0.359
```
Positions in Å, forces in eV/Å.

Max |F| for every record listed, in sequence, given in eV/A: 6.10 6.35 5.88 1.11 0.12 7.39.
Total energy for every record listed, in sequence, given in eV: -13577.1994 -13579.9722 -15628.1817 -113877.7529 -169788.6213 -81591.6203.